ORCA calculation (wB97M-V/def2-TZVPD) on C8H26N4O6V as an isolated structure in a non-equilibrium geometry.

Last column: natural (NBO) charge in e.
CARTESIAN COORDINATES (ANGSTROEM)
H -3.913 2.887 -0.022  0.226
H 0.482 0.600 -3.373  0.190
C 0.129 -0.422 -3.510  -0.640
H 4.381 -1.578 0.539  0.422
H -1.240 -2.632 -3.610  0.223
O 2.107 -0.984 0.670  -0.711
H -0.025 -2.910 -2.426  0.203
H -2.966 1.476 -0.686  0.209
H 0.671 -2.995 0.230  0.430
O -0.312 -0.282 2.036  -0.684
O 1.783 1.640 1.866  -0.913
V 0.373 0.654 0.339  1.533
H 4.275 -3.325 0.671  0.409
N -0.504 -0.019 4.326  -0.810
H 0.933 -1.118 -3.762  0.210
C -0.533 -0.772 3.170  0.835
H -1.219 2.979 -2.067  0.201
H -0.767 -2.667 4.118  0.395
N -0.564 -2.182 3.264  -0.820
H -0.667 -2.790 2.480  0.419
H -1.707 3.783 0.822  0.180
H 2.147 2.520 1.682  0.507
O -0.152 -0.587 -1.021  -0.845
H 1.941 -4.147 0.624  0.390
H -0.807 4.482 -1.259  0.214
H 1.541 2.097 -1.486  0.506
C -0.775 -0.885 -2.356  0.114
H -2.515 4.116 -1.705  0.230
N 1.518 -3.250 0.736  -0.852
H -3.253 1.810 1.049  0.213
H -0.415 -0.528 -4.472  0.228
C -1.721 3.044 0.033  0.113
H -1.753 -2.826 -1.954  0.215
H -0.770 -0.457 5.187  0.403
C -3.019 2.259 0.076  -0.642
C -1.572 3.710 -1.328  -0.631
N 3.855 -2.428 0.616  -0.818
H -1.690 -0.279 -2.411  0.174
O -0.532 2.223 0.414  -0.778
H -0.692 0.974 4.265  0.426
H 2.132 0.720 -1.546  0.516
H 2.351 1.244 2.542  0.506
C -0.978 -2.395 -2.582  -0.631
O 1.944 1.432 -0.898  -0.885
C 2.496 -2.192 0.721  0.820

Results
2S+1: 3
Expectation value of S²: 2.0101
Largest force on an atom: 0.0662 hartree/bohr
Orbital gap (spin up / spin down): 0.316 / 0.361 Eh
Total charge: +1
LUMO (spin up / spin down): -2.4 / -2.3 eV

***

ORCA calculation (wB97M-V/def2-TZVPD) on C8H27B2MnO5 as an isolated structure in a non-equilibrium geometry.

Last column: natural (NBO) charge in e.
CARTESIAN COORDINATES (ANGSTROEM)
H 3.584 -2.988 -1.773  0.004
H 2.617 -1.203 -2.615  0.049
B 2.248 0.231 2.404  -0.685
H -2.063 -0.681 -1.770  -0.031
H -1.733 -1.480 2.603  0.078
C 0.957 2.497 -1.888  -0.240
H -0.375 1.546 1.819  0.274
H -3.075 0.958 2.129  0.170
C 2.798 -0.962 -1.524  -0.072
O -0.581 -1.519 0.904  -0.917
H -3.161 -3.528 1.779  0.146
C -1.106 2.025 1.142  -0.115
H 1.701 3.212 -1.510  0.159
H -0.795 -2.970 2.229  0.123
C -1.391 -2.147 1.772  -0.005
C -2.606 -2.818 1.126  -0.630
H -1.663 2.755 1.745  0.150
O 1.639 -0.868 -0.820  -0.952
H -1.045 3.378 -0.442  0.140
O -1.949 1.100 0.475  -0.563
H -0.378 -1.058 -2.519  0.025
H 2.298 1.143 3.252  -0.144
H -3.924 1.761 0.821  0.135
H 3.341 0.019 -1.432  0.069
O 0.344 1.890 -0.787  -0.560
C -0.280 2.788 0.098  -0.063
H -1.857 -0.393 -3.709  -0.027
H -3.626 -0.011 0.736  0.209
O 4.031 -2.425 0.123  -0.910
Mn -0.365 -0.156 -0.681  1.453
H 4.887 -1.783 -1.566  0.012
H 0.490 3.403 0.574  0.189
H 0.221 3.064 -2.472  0.147
H -3.389 -2.160 0.721  0.159
H 1.160 0.168 1.880  -0.088
C 3.875 -2.084 -1.147  0.001
H 2.555 -0.822 2.914  -0.040
H 1.464 1.707 -2.434  0.245
B -1.318 -0.371 -2.630  -0.803
H 3.002 0.578 1.512  -0.034
H -2.308 -3.480 0.303  0.200
H -1.011 0.741 -2.385  -0.038
C -3.216 0.947 1.041  -0.220

Results
2S+1: 6
Expectation value of S²: 8.7553
Largest force on an atom: 0.0842 hartree/bohr
Orbital gap (spin up / spin down): 0.086 / 0.087 Eh
ΔE to the lowest compared entry with this formula, charge and spin: 0.000 eV
Total charge: -3
LUMO (spin up / spin down): 6.6 / 6.6 eV

***

ORCA calculation (wB97M-V/def2-TZVPD) on C8H27CsN4O6 as an isolated structure in a non-equilibrium geometry.

Last column: natural (NBO) charge in e.
CARTESIAN COORDINATES (ANGSTROEM)
H -9.408 -3.319 -22.625  0.489
C -13.493 -8.770 -19.669  -0.052
H -15.816 -3.679 -22.885  0.401
H -11.852 -0.024 -20.291  0.402
H -14.335 -10.707 -19.167  0.209
H -8.132 -3.518 -25.790  0.212
N -11.722 0.963 -20.461  -0.831
C -14.922 -3.311 -24.608  0.747
N -12.451 1.195 -18.619  -0.809
O -8.838 -3.087 -23.362  -0.735
H -12.177 0.224 -18.656  0.393
O -11.473 -3.270 -19.588  -1.358
H -18.106 -3.624 -15.254  0.208
Cs -8.709 -5.103 -16.071  0.992
C -7.900 -4.093 -23.686  -0.060
H -14.120 -3.189 -22.707  0.396
H -15.172 -3.613 -17.440  0.484
H -19.153 -3.196 -16.711  0.214
C -12.069 1.875 -19.603  0.742
H -13.003 -10.453 -18.183  0.205
H -17.124 -3.087 -18.117  0.153
H -12.585 1.747 -17.784  0.394
N -13.766 -2.994 -25.037  -0.816
H -12.745 -10.836 -19.926  0.210
H -16.906 -1.997 -16.812  0.150
C -13.336 -10.272 -19.205  -0.630
O -11.904 3.081 -19.590  -0.685
H -8.334 -5.073 -23.886  0.159
C -16.991 -3.061 -17.035  -0.050
C -7.341 -3.647 -25.052  -0.632
H -11.258 1.186 -21.330  0.392
H -7.101 -4.182 -22.950  0.151
C -18.244 -3.666 -16.335  -0.631
H -12.401 -7.154 -19.625  0.486
H -13.656 -2.930 -26.039  0.406
H -6.772 -4.403 -25.593  0.205
H -13.019 -2.868 -24.369  0.389
H -13.944 -8.721 -20.660  0.154
H -14.256 -8.242 -19.097  0.154
H -10.615 -2.991 -19.214  0.371
O -15.807 -3.717 -16.728  -0.734
O -12.272 -8.106 -19.631  -0.736
H -18.425 -4.711 -16.588  0.207
H -6.862 -2.668 -25.084  0.211
O -15.882 -3.417 -25.292  -0.672
N -14.925 -3.409 -23.277  -0.854

Results
Largest force on an atom: 0.1612 hartree/bohr
Orbital gap: 0.170 Eh
ΔE to the lowest compared entry with this formula, charge and spin: 5.289 eV
Total charge: 0
LUMO: -1.9 eV

***

ORCA calculation (wB97M-V/def2-TZVPD) on C8H27N2O7Pb as an isolated structure in a non-equilibrium geometry.

Last column: natural (NBO) charge in e.
CARTESIAN COORDINATES (ANGSTROEM)
O 1.866 -0.819 1.046  -0.528
H -0.132 -1.437 -1.768  0.331
H 2.078 -3.115 -2.355  0.175
H 0.840 -3.227 0.276  0.242
H -2.830 -1.360 0.007  0.341
H -3.085 1.387 -2.552  0.131
C 0.295 2.796 -0.990  -0.067
O -0.556 -2.439 2.553  -1.231
H 3.102 0.767 0.887  0.137
C -2.936 0.935 -1.572  -0.330
C 0.945 -2.495 -0.525  -0.115
H 1.524 2.756 0.654  0.333
C -1.327 2.636 -1.153  -0.066
O -2.679 -0.427 3.206  -1.057
C 1.177 -3.308 -1.773  -0.730
C 0.995 1.801 -1.886  -0.648
O 0.030 0.350 3.647  -1.241
H 3.830 -0.652 1.748  0.132
H 0.654 1.966 -2.908  0.170
C 2.918 -0.099 1.524  -0.260
H -3.064 -0.147 -1.621  0.203
Pb -0.629 -0.080 1.148  1.510
H -1.627 3.057 -2.113  0.130
H 0.776 0.753 -1.682  0.246
C 2.148 -1.666 -0.077  -0.044
H 0.295 -2.901 2.428  0.350
H 2.490 -1.038 -0.900  0.136
H 0.588 3.802 -1.292  0.142
O -1.605 1.217 -1.102  -0.568
H -1.868 3.247 -0.431  0.191
H 2.065 2.002 -1.952  0.179
O -2.689 -1.874 0.825  -1.186
H -0.985 -2.276 -0.805  0.419
H 0.784 0.645 4.195  0.373
O -1.764 1.924 2.058  -1.245
N -0.142 -1.720 -0.799  -0.851
N 0.647 2.329 0.392  -0.860
H 1.399 -4.319 -1.432  0.189
H 3.023 -2.289 0.109  0.145
H 2.521 0.382 2.418  0.250
H -3.614 1.309 -0.805  0.199
H -3.647 -0.415 3.076  0.371
H -0.009 2.700 1.065  0.429
H 0.325 -3.407 -2.445  0.202
H -2.130 2.747 1.679  0.368

Results
Largest force on an atom: 0.1213 hartree/bohr
Orbital gap: 0.067 Eh
ΔE to the lowest compared entry with this formula, charge and spin: 1.259 eV
Total charge: -3
LUMO: 6.9 eV

***

ORCA calculation (wB97M-V/def2-TZVPD) on C8H27O9Pd as an isolated structure in a non-equilibrium geometry.

Last column: natural (NBO) charge in e.
CARTESIAN COORDINATES (ANGSTROEM)
C 10.455 21.688 17.696  -0.100
O 8.876 17.581 14.467  -0.940
H 8.286 21.672 17.696  0.202
C 13.569 18.360 13.128  -0.082
C 12.115 17.838 13.133  -0.108
C 5.966 19.551 14.983  -0.248
H 6.483 18.837 15.624  0.132
C 9.113 20.964 17.648  -0.102
O 13.942 18.627 14.420  -0.699
C 6.913 16.737 11.738  -0.108
H 11.751 18.005 12.120  0.230
H 11.336 20.030 18.371  0.453
H 14.213 17.643 12.617  0.180
H 9.000 20.359 18.547  0.160
H 13.732 19.245 12.514  0.179
H 7.574 20.562 15.223  0.484
H 12.091 16.794 13.446  0.183
H 8.461 16.426 10.260  0.209
H 10.583 22.291 16.797  0.204
H 14.872 18.394 14.482  0.481
Pd 9.592 16.624 16.203  0.982
H 10.607 22.404 18.504  0.189
O 8.966 20.267 16.455  -0.723
H 10.843 22.056 11.705  0.467
H 8.704 21.847 12.489  0.185
H 8.613 15.484 11.732  0.180
H 9.379 19.430 16.681  0.453
C 9.535 21.274 12.901  -0.259
H 5.122 19.907 15.574  0.179
H 6.473 17.709 11.516  0.192
O 9.190 17.490 11.783  -0.677
H 8.655 18.528 14.556  0.504
H 10.377 18.297 14.079  0.473
O 6.752 16.484 13.108  -0.685
O 6.755 20.649 14.729  -0.734
H 9.516 20.295 12.422  0.153
H 9.117 17.542 12.739  0.460
O 11.480 20.686 17.686  -0.717
H 6.226 16.096 11.184  0.214
H 5.530 19.092 14.095  0.183
O 10.704 22.086 12.654  -0.716
O 11.293 18.581 14.051  -0.543
H 9.315 21.096 13.953  0.171
H 7.435 16.915 13.628  0.462
C 8.312 16.456 11.340  -0.102

Results
2S+1: 3
Expectation value of S²: 2.0155
Largest force on an atom: 0.0600 hartree/bohr
Orbital gap (spin up / spin down): 0.234 / 0.124 Eh
ΔE to the lowest compared entry with this formula, charge and spin: 3.744 eV
Total charge: +1
LUMO (spin up / spin down): -6.1 / -9.1 eV